No. 1
The following is a DFT calculation (wB97M-V/def2-TZVPD) of the ion C4H6ClO3S with charge -1 at a distorted geometry.

CARTESIAN COORDINATES (ANGSTROEM)
Cl -2.925 0.044 -0.411
S -0.472 -1.759 -1.411
O 0.616 -2.473 -0.736
O -1.697 -2.517 -1.517
O -0.055 -1.061 -2.618
C -0.758 -0.372 -0.275
C 1.494 0.108 0.348
C 0.025 0.442 0.374
C -0.376 1.652 1.158
H -0.193 1.480 2.219
H -1.431 1.857 1.005
H 1.626 -0.882 -0.084
H 0.221 2.512 0.850
H 2.025 0.840 -0.261
H 1.900 0.129 1.359

The net charge is -1. Its largest force on an atom is 0.064 Eh/bohr. The lowest unoccupied orbital energy comes out at 3.38 eV. The calculation puts the energy above the lowest of the compared OMol25 structures with the same formula, charge and spin at 0.0 kJ/mol. As for the SMILES: CC(C)=C(Cl)S(=O)(=O)[O-]. As for the orbital gap: 8.859 eV.



No. 2
The following is a DFT calculation (wB97M-V/def2-TZVPD) of a structure of composition C22H16AuBrClF3N2O5S.

CARTESIAN COORDINATES (ANGSTROEM)
Au 0.201 0.298 0.106
Br -1.230 -1.875 1.109
Cl 6.208 -2.860 0.520
S 1.957 -0.009 2.506
F 0.859 0.980 4.682
F -0.424 -0.365 3.581
F 1.221 -1.157 4.742
O 3.260 0.151 3.060
O 1.370 1.175 1.805
O 1.314 1.540 -1.003
O 1.673 -1.190 1.713
O 3.014 2.865 -0.973
N -3.510 2.296 1.752
N -1.614 1.564 0.924
C 0.845 -0.143 3.967
C -2.889 1.298 1.097
C -4.923 2.366 2.074
C -1.072 -1.732 -1.719
C -1.831 -3.572 -3.158
C 5.153 -1.534 0.110
C -1.823 -3.860 -0.780
C 3.478 0.570 -0.515
C -0.546 -0.408 -1.630
C -1.396 2.792 1.496
C -2.566 3.259 2.010
C 2.625 1.734 -0.836
C 4.609 0.776 0.272
C -2.035 -4.374 -2.075
C -0.816 -0.121 -4.006
C -1.371 -2.584 -0.633
C -1.365 -2.241 -3.015
C 5.444 -0.271 0.600
C -0.467 0.391 -2.733
C 4.053 -1.769 -0.696
C -1.218 -1.411 -4.149
C 3.215 -0.709 -0.991
H 2.347 -0.879 -1.614
H -2.024 -3.939 -4.158
H -0.420 3.244 1.497
H -0.723 0.529 -4.866
H -1.449 -1.818 -5.125
H -3.399 0.407 0.769
H -2.380 -5.391 -2.196
H -5.318 1.357 2.162
H -2.809 4.170 2.526
H 4.808 1.776 0.635
H 3.859 -2.762 -1.071
H 6.306 -0.127 1.234
H -5.043 2.874 3.029
H -2.027 -4.467 0.091
H -5.469 2.907 1.303
H -0.093 1.398 -2.653

Its largest force on an atom is 0.019 Eh/bohr. The lowest unoccupied orbital energy comes out at -1.67 eV. The calculation puts the energy above the lowest of the compared OMol25 structures with the same formula, charge and spin at 71.7 kJ/mol. As for the orbital gap: 7.086 eV.



No. 3
The following is a DFT calculation (wB97M-V/def2-TZVPD) of a structure of composition C46H75Br26NO7 at a distorted geometry.

CARTESIAN COORDINATES (ANGSTROEM)
Br 0.992 -3.990 4.358
Br -1.173 6.348 11.361
Br -2.974 -5.049 -2.632
Br -11.930 -0.630 -5.035
Br 2.935 -8.584 -1.777
Br -9.850 0.520 -2.005
Br -2.194 9.117 -4.967
Br 3.415 -3.473 0.868
Br -1.747 -9.327 5.329
Br 11.091 2.223 -2.359
Br -0.988 -1.988 -5.339
Br 12.506 -1.262 -0.678
Br 4.191 -3.633 6.165
Br -5.684 8.701 -3.837
Br -5.277 1.474 0.848
Br -14.074 0.547 -2.271
Br 9.016 -1.677 0.451
Br -3.669 -4.195 -6.590
Br 0.391 -5.254 -0.962
Br -0.613 3.850 8.702
Br -0.830 -6.226 -5.396
Br -6.429 1.437 -0.965
Br -1.407 -6.786 2.674
Br 7.892 1.866 -4.166
Br 5.289 -7.503 0.854
Br -2.142 0.321 -0.722
O 1.629 2.331 -2.574
O 1.779 -0.844 -2.735
O -2.927 6.504 0.178
O 1.580 -1.126 2.741
O 1.816 4.736 -0.511
O 1.921 1.594 4.059
O -1.717 5.640 2.156
N 2.163 5.053 4.666
C -4.018 8.219 -2.945
C -2.951 9.264 -3.175
C 10.682 -2.160 1.344
C -1.991 -7.239 -4.200
C -3.468 4.079 0.771
C 9.390 0.624 -4.023
C -0.312 5.711 1.725
C -2.465 -6.744 4.311
C -1.719 -7.381 5.461
C 11.749 -1.115 1.113
C 9.984 0.641 -2.633
C -1.073 6.585 9.427
C 1.473 1.237 1.457
C 1.597 1.471 -1.354
C -8.745 2.035 -2.546
C 1.588 -0.409 1.449
C 1.457 2.194 0.111
C 1.298 3.841 0.345
C 1.377 1.996 2.908
C 0.537 3.441 2.977
C 2.982 2.218 -3.144
C 4.777 2.658 -1.087
C -3.584 -0.712 0.090
C 6.408 2.473 -1.164
C -4.934 -0.113 -0.231
C 1.696 -0.179 -1.396
C -13.091 -1.643 -3.840
C 4.096 3.229 -2.484
C 1.681 -1.133 -0.030
C -1.490 -2.424 -7.173
C -14.371 -0.892 -3.554
C -1.741 5.441 8.700
C -2.991 -2.518 -7.321
C 3.654 -6.810 -1.398
C 1.800 -2.767 -0.158
C -0.961 -2.728 0.020
C -0.166 3.788 4.417
C 3.084 -5.215 5.891
C 0.931 4.557 5.390
C -2.647 5.510 1.024
C 0.423 -3.586 0.210
C -7.298 1.628 -2.701
C 2.490 -5.232 4.501
C -3.271 -6.488 -3.915
C 5.106 -6.885 -0.987
C 0.495 4.284 1.744
H -2.203 -8.172 -4.732
H 2.032 -3.008 -1.297
H -15.105 -1.549 -3.078
H 8.965 -0.360 -4.248
H -3.375 -0.763 1.162
H -1.093 -1.603 -7.778
H -3.316 10.289 -3.066
H -5.735 -0.812 0.027
H 2.332 -5.220 6.685
H 4.484 3.365 -0.198
H 2.459 -1.573 2.927
H -4.273 8.157 -1.882
H -8.899 2.823 -1.804
H 6.737 1.700 -1.979
H 3.010 -6.361 -0.637
H 0.495 -3.878 1.359
H 10.961 -3.153 0.983
H -1.205 4.322 4.350
H 2.806 4.279 4.380
H 10.104 0.893 -4.805
H -14.817 -0.440 -4.444
H -0.671 -7.079 5.519
H 10.660 -0.208 -2.493
H 0.417 5.473 5.907
H -2.107 9.108 -2.496
H -5.039 0.183 -1.279
H -2.211 -7.155 6.412
H -3.012 3.182 1.377
H -1.861 -3.457 -0.224
H 1.314 3.767 6.196
H 3.760 -6.064 6.031
H -4.597 4.175 1.143
H 6.956 3.487 -1.368
H 3.204 -4.963 3.719
H 4.991 3.305 -3.271
H 3.691 4.345 -2.370
H -9.160 2.359 -3.506
H -1.884 5.687 7.644
H -3.717 -6.036 -4.804
H 5.561 -5.889 -0.999
H 11.384 -0.090 1.223
H -3.739 7.225 -3.305
H 2.882 2.531 -4.290
H -0.373 2.740 4.948
H -3.525 3.882 -0.384
H -4.005 -7.145 -3.439
H 3.436 1.140 -3.136
H 0.252 6.594 2.296
H 1.151 -0.282 -3.309
H -0.017 6.704 9.174
H -1.409 -7.462 -3.302
H 4.337 1.588 -0.810
H -0.336 6.062 0.585
H 1.935 5.699 3.879
H -2.643 -5.683 4.509
H -0.900 -1.932 -0.858
H -1.597 7.526 9.229
H 12.593 -1.270 1.792
H -7.168 0.680 -3.230
H 2.065 -6.216 4.276
H 10.427 -2.222 2.406
H -2.702 5.152 9.135
H 5.700 -7.558 -1.611
H 3.546 -6.254 -2.334
H -3.418 -7.233 4.088
H -12.509 -1.866 -2.941
H -3.272 -2.534 -8.378
H 6.816 2.090 -0.110
H 9.232 0.636 -1.839
H -3.528 -1.710 -6.818
H -13.303 -2.576 -4.371
H -6.733 2.409 -3.218
H -0.968 -3.348 -7.435
H -1.229 -2.185 1.046
H -3.493 -1.713 -0.342

Its largest force on an atom is 0.299 Eh/bohr. The lowest unoccupied orbital energy comes out at -1.89 eV. As for the orbital gap: 6.539 eV.



No. 4
The following is a DFT calculation (wB97M-V/def2-TZVPD) of a cluster of 2 separate species, C3H8S2 in total at a distorted geometry.

CARTESIAN COORDINATES (ANGSTROEM)
S 1.502 0.160 2.047
S 3.008 -0.023 0.621
C -0.660 0.677 -1.165
C 0.278 -1.146 1.610
C -1.856 0.654 -1.763
H 0.200 0.311 -1.722
H 0.575 -1.681 0.721
H -2.796 0.716 -1.226
H 2.509 0.925 -0.242
H 0.281 -1.840 2.452
H -0.639 -0.568 1.669
H -1.917 0.767 -2.838
H -0.485 1.047 -0.163

Its largest force on an atom is 0.035 Eh/bohr. The lowest unoccupied orbital energy comes out at 0.51 eV. The calculation puts the energy above the lowest of the compared OMol25 structures with the same formula, charge and spin at 165.7 kJ/mol. As for the SMILES: C=C.CSS. As for the orbital gap: 9.609 eV.



Q: The lowest orbital gap belongs to which entry?
A: C46H75Br26NO7



Repeat the fourth record exactly.
The following is a DFT calculation (wB97M-V/def2-TZVPD) of a cluster of 2 separate species, C3H8S2 in total at a distorted geometry.

CARTESIAN COORDINATES (ANGSTROEM)
S 1.502 0.160 2.047
S 3.008 -0.023 0.621
C -0.660 0.677 -1.165
C 0.278 -1.146 1.610
C -1.856 0.654 -1.763
H 0.200 0.311 -1.722
H 0.575 -1.681 0.721
H -2.796 0.716 -1.226
H 2.509 0.925 -0.242
H 0.281 -1.840 2.452
H -0.639 -0.568 1.669
H -1.917 0.767 -2.838
H -0.485 1.047 -0.163

Its largest force on an atom is 0.035 Eh/bohr. The lowest unoccupied orbital energy comes out at 0.51 eV. The calculation puts the energy above the lowest of the compared OMol25 structures with the same formula, charge and spin at 165.7 kJ/mol. As for the SMILES: C=C.CSS. As for the orbital gap: 9.609 eV.



Q: What is the orbital gap in the third record?
A: 6.539 eV